No. 1
ORCA calculation (wB97M-V/def2-TZVPD) on a structure of composition C30H27F3IrN4O6Si at a distorted geometry.

ORCA input file:
```
! RIJCOSX wB97M-V def2-TZVPD def2/J DEFGRID3
* xyz 0 6
Ir 0.338 -0.141 -0.599
O -2.878 5.450 4.169
C -1.900 5.125 3.300
O -1.451 5.944 2.551
C -1.403 3.722 3.326
C -0.065 3.487 2.917
C 0.469 2.250 2.940
C -0.264 1.034 3.443
C -1.739 1.341 3.571
C -2.224 2.605 3.606
N 0.052 -0.114 2.508
C -0.930 -1.058 2.341
C -1.057 -2.032 1.324
C -1.842 -3.174 1.616
C -1.919 -4.215 0.732
C -1.209 -4.137 -0.471
C -0.518 -2.982 -0.745
N -0.461 -1.935 0.095
H -3.086 4.704 4.743
H 0.513 4.327 2.555
H 1.479 2.118 2.581
H -2.414 0.528 3.794
H -3.282 2.755 3.789
H -1.662 -1.158 3.130
H -2.349 -3.217 2.570
H -2.509 -5.090 0.969
H -1.219 -4.938 -1.195
H -0.007 -2.851 -1.689
O -3.706 5.677 -0.213
C -3.847 4.758 0.613
O -4.630 4.660 1.573
C -2.906 3.600 0.340
C -3.371 2.314 0.600
C -2.502 1.255 0.471
N -1.241 1.430 0.080
C -0.803 2.657 -0.234
C -1.598 3.780 -0.096
C 0.604 2.744 -0.794
O 1.178 3.802 -0.841
O 1.077 1.612 -1.264
H -4.388 2.167 0.934
H -2.804 0.235 0.684
H -1.189 4.758 -0.299
C 3.050 0.409 3.042
Si 1.743 -0.681 2.257
C 0.170 0.655 4.884
C 1.810 -2.369 3.045
N 1.979 -0.692 0.523
C 3.121 -1.153 -0.068
C 4.266 -1.533 0.674
C 5.422 -1.967 0.071
C 5.505 -2.063 -1.318
C 4.400 -1.729 -2.089
C 3.254 -1.300 -1.470
F 2.203 -1.040 -2.258
H 2.739 0.971 3.915
H 3.444 1.116 2.308
H 3.877 -0.232 3.357
H 0.002 1.498 5.551
H -0.430 -0.189 5.232
H 1.220 0.371 4.936
H 1.547 -2.291 4.102
H 2.812 -2.796 2.981
H 1.126 -3.076 2.575
H 4.239 -1.474 1.752
H 6.269 -2.234 0.688
H 6.414 -2.399 -1.794
H 4.407 -1.799 -3.167
F -2.265 -0.756 -1.712
C -1.065 -0.256 -2.123
F -0.629 -1.101 -3.117
H -1.262 0.711 -2.593
*
```

HOMO-LUMO gap (spin up / spin down) = 6.682 / 3.157 eV
E_HOMO (spin up / spin down) = -7.15 / -7.11 eV
<S²> = 8.847
LUMO level (spin up / spin down) = -0.47 / -3.96 eV



No. 2
ORCA calculation (wB97M-V/def2-TZVPD) on a structure of composition C30H27N12O2PtSSe at a distorted geometry.

ORCA input file:
```
! RIJCOSX wB97M-V def2-TZVPD def2/J DEFGRID3
* xyz 3 5
Pt -0.194 -0.269 -0.231
O -4.820 0.449 5.312
N -4.050 1.170 4.618
O -3.746 2.344 4.952
C -3.563 0.590 3.418
C -3.980 -0.673 3.061
C -3.058 -1.528 2.346
C -3.131 -2.950 2.187
C -2.083 -3.623 1.600
C -1.122 -2.874 0.943
N -1.107 -1.547 0.968
C -1.929 -0.896 1.878
C -1.551 0.411 2.100
N -0.379 0.789 1.527
C 0.150 1.956 1.911
C -0.620 2.843 2.658
C -1.935 2.575 3.020
C -2.411 1.245 2.815
H -4.954 -0.967 3.455
H -3.996 -3.508 2.520
H -1.997 -4.739 1.553
H -0.281 -3.337 0.416
H 1.197 2.175 1.689
H -0.165 3.780 2.950
H -2.499 3.329 3.481
N 0.516 2.723 -1.161
C 1.444 1.754 -1.318
N 2.683 2.061 -0.975
C 3.561 1.086 -1.295
N 4.805 1.219 -0.790
N 3.306 -0.015 -2.039
C 2.054 -0.195 -2.383
N 0.999 0.516 -1.798
C 1.797 -1.100 -3.566
C 2.368 -2.391 -3.826
C 2.005 -3.091 -4.948
C 1.165 -2.497 -5.890
C 0.683 -1.235 -5.581
N 0.972 -0.579 -4.477
H 0.792 3.652 -0.794
H -0.453 2.441 -1.244
H 5.002 2.117 -0.319
H 5.481 0.469 -0.938
H 3.055 -2.798 -3.087
H 2.414 -4.082 -5.146
H 0.857 -2.991 -6.795
H 0.081 -0.724 -6.303
Se 3.072 0.144 2.799
C 3.647 1.729 3.623
C 3.980 2.846 2.841
C 4.446 3.994 3.464
C 4.612 4.041 4.866
C 4.290 2.924 5.646
C 3.830 1.777 5.020
H 3.760 2.821 1.789
H 4.633 4.885 2.884
H 4.897 4.984 5.317
H 4.399 2.917 6.734
H 3.597 0.861 5.522
C -4.694 -1.379 -4.654
C -4.596 -1.119 -3.132
C -3.200 -1.506 -2.698
N -2.441 -0.646 -2.057
N -1.158 -1.176 -1.856
C -1.039 -2.423 -2.326
N 0.123 -3.095 -2.120
S -2.539 -3.028 -3.057
H -5.722 -1.457 -5.034
H -4.220 -2.329 -4.952
H -4.199 -0.552 -5.168
H -5.345 -1.706 -2.540
H -4.676 -0.055 -2.894
H 0.960 -2.548 -1.915
H 0.220 -3.988 -2.579
*
```

HOMO-LUMO gap (spin up / spin down) = 5.855 / 4.425 eV
E_HOMO (spin up / spin down) = -14.76 / -16.13 eV
<S²> = 6.035
LUMO level (spin up / spin down) = -8.91 / -11.70 eV



No. 3
ORCA calculation (wB97M-V/def2-TZVPD) on a cluster of 2 separate species, C30H27N5O2 in total at a distorted geometry.

ORCA input file:
```
! RIJCOSX wB97M-V def2-TZVPD def2/J DEFGRID3
* xyz 0 1
C 4.328 -3.368 2.399
N 3.429 -2.477 3.134
C 4.060 -1.606 4.068
C 4.975 -0.632 3.630
C 5.651 0.165 4.554
C 5.434 -0.015 5.927
C 4.508 -0.971 6.363
C 3.818 -1.759 5.443
C 2.281 -2.078 2.416
C 1.000 -2.246 2.988
C -0.121 -1.940 2.243
C -0.028 -1.346 0.943
C -1.224 -0.961 0.286
C -1.432 0.052 -0.672
C -2.759 0.318 -1.155
C -2.995 1.306 -2.092
C -1.927 2.071 -2.601
N -2.154 2.985 -3.661
C -1.742 2.482 -4.975
C -1.982 4.381 -3.449
C -0.724 4.996 -3.528
C -0.612 6.368 -3.284
C -1.756 7.132 -3.022
C -3.010 6.514 -2.962
C -3.127 5.145 -3.169
C -0.631 1.892 -2.096
C -0.394 0.932 -1.125
C 1.279 -1.223 0.375
C 2.401 -1.610 1.095
H 3.716 -4.097 1.854
H 4.949 -2.808 1.686
H 4.979 -3.886 3.115
H 5.134 -0.506 2.553
H 6.342 0.929 4.191
H 5.973 0.611 6.640
H 4.322 -1.095 7.427
H 3.091 -2.509 5.759
H 0.936 -2.630 4.007
H -1.114 -2.137 2.644
H -2.124 -1.458 0.645
H -3.588 -0.259 -0.747
H -4.005 1.564 -2.430
H -2.102 3.161 -5.758
H -0.645 2.406 -5.038
H -2.192 1.489 -5.105
H 0.159 4.387 -3.754
H 0.378 6.829 -3.299
H -1.654 8.202 -2.845
H -3.897 7.101 -2.744
H -4.086 4.627 -3.125
H 0.157 2.552 -2.463
H 0.589 0.888 -0.663
H 1.401 -0.885 -0.656
H 3.401 -1.519 0.654
N -2.945 -3.092 -0.188
C -3.685 -3.899 0.645
N -4.211 -4.981 0.029
C -3.778 -4.834 -1.269
N -4.122 -5.737 -2.298
O -3.676 -5.481 -3.440
O -4.833 -6.706 -2.020
C -2.998 -3.678 -1.421
H -3.845 -3.686 1.707
H -2.575 -3.369 -2.365
*
```

HOMO-LUMO gap = 4.463 eV
E_HOMO = -7.26 eV
LUMO level = -2.80 eV



No. 4
ORCA calculation (wB97M-V/def2-TZVPD) on a structure of composition C30H27N5O4Pt at a distorted geometry.

ORCA input file:
```
! RIJCOSX wB97M-V def2-TZVPD def2/J DEFGRID3
* xyz 2 1
Pt -0.791 0.686 -0.097
C -5.243 0.822 0.237
O -4.596 1.375 1.437
C -3.316 1.178 1.294
N -2.906 0.512 0.271
C -4.084 0.181 -0.570
C -3.982 0.707 -1.985
C -5.103 0.645 -2.808
C -5.051 1.142 -4.101
C -3.876 1.700 -4.589
C -2.749 1.745 -3.783
C -2.812 1.247 -2.489
C -2.352 1.725 2.266
C -2.586 2.166 3.557
C -1.487 2.586 4.301
C -0.210 2.576 3.743
C -0.085 2.143 2.436
N -1.139 1.735 1.748
C 1.128 2.082 1.599
N 1.028 1.765 0.355
C 2.376 1.879 -0.261
C 3.265 2.148 0.974
O 2.307 2.366 2.073
C 2.719 0.688 -1.121
C 1.712 0.041 -1.821
C 1.988 -1.021 -2.666
C 3.305 -1.431 -2.838
C 4.324 -0.779 -2.159
C 4.033 0.277 -1.302
H -5.706 1.649 -0.292
H -5.999 0.117 0.563
H -4.194 -0.905 -0.596
H -6.023 0.203 -2.438
H -5.931 1.090 -4.729
H -3.840 2.099 -5.595
H -1.827 2.166 -4.163
H -1.924 1.276 -1.867
H -3.590 2.175 3.960
H -1.623 2.916 5.323
H 0.662 2.889 4.303
H 2.373 2.758 -0.910
H 3.855 3.053 0.884
H 3.905 1.313 1.249
H 0.683 0.384 -1.716
H 1.187 -1.520 -3.197
H 3.533 -2.242 -3.518
H 5.353 -1.089 -2.291
H 4.842 0.777 -0.780
O 5.641 -1.537 0.838
C 5.058 -2.742 1.300
N 3.653 -2.646 0.968
C 2.687 -3.124 1.791
O 2.889 -3.679 2.851
C 1.272 -2.895 1.328
C 0.302 -3.869 1.520
C -1.007 -3.593 1.156
C -1.313 -2.344 0.645
N -0.378 -1.402 0.482
C 0.889 -1.677 0.816
H 6.600 -1.622 0.881
H 5.132 -2.859 2.378
H 5.506 -3.611 0.817
H 3.433 -2.276 0.056
H 0.581 -4.818 1.962
H -1.789 -4.330 1.276
H -2.321 -2.085 0.357
H 1.615 -0.885 0.686
*
```

HOMO-LUMO gap (spin up / spin down) = 7.144 / 6.919 eV
E_HOMO (spin up / spin down) = -14.33 / -14.34 eV
LUMO level (spin up / spin down) = -7.19 / -7.42 eV



No. 5
ORCA calculation (wB97M-V/def2-TZVPD) on a structure of composition C30H27N6O2PSSe3Sn.

ORCA input file:
```
! RIJCOSX wB97M-V def2-TZVPD def2/J DEFGRID3
* xyz 2 1
Sn 1.285 -0.079 0.024
N -1.239 7.335 2.895
C -0.943 6.253 2.142
C -0.369 6.406 0.865
C -0.027 5.308 0.117
C -0.287 4.032 0.623
C -0.875 3.854 1.881
C -1.212 4.953 2.624
S 0.329 2.677 -0.219
O 0.884 3.079 -1.493
O -0.605 1.530 -0.327
N 1.417 1.932 0.720
C 2.762 2.133 0.969
N 3.281 3.289 1.323
C 4.569 3.258 1.673
C 5.323 2.089 1.688
C 4.695 0.939 1.260
N 3.415 0.962 0.875
H -0.994 8.258 2.586
H -1.591 7.237 3.829
H -0.189 7.401 0.479
H 0.434 5.420 -0.855
H -1.068 2.855 2.255
H -1.682 4.830 3.591
H 5.004 4.207 1.963
H 6.357 2.082 2.000
H 5.211 -0.010 1.198
Se 0.665 -0.957 2.364
P -0.082 -2.795 1.332
Se 0.407 -2.512 -0.790
C -1.885 -2.770 1.504
C -2.490 -1.610 1.009
C -3.863 -1.466 1.058
C -4.650 -2.475 1.601
C -4.057 -3.624 2.093
C -2.678 -3.779 2.048
C 0.875 -4.191 1.964
C 0.362 -5.315 2.610
C 1.227 -6.308 3.051
C 2.591 -6.187 2.854
C 3.106 -5.071 2.205
C 2.255 -4.077 1.762
H -1.894 -0.812 0.584
H -4.321 -0.565 0.672
H -5.725 -2.361 1.643
H -4.665 -4.412 2.517
H -2.257 -4.684 2.435
H -0.687 -5.440 2.781
H 0.823 -7.179 3.550
H 3.258 -6.962 3.208
H 4.172 -4.980 2.045
H 2.660 -3.214 1.251
C 0.979 -2.277 -4.228
N 0.319 -1.005 -3.948
C 0.825 0.040 -3.282
Se 2.456 0.136 -2.341
N -0.045 1.048 -3.342
C -1.178 0.651 -4.036
C -2.366 1.309 -4.337
C -3.308 0.582 -5.032
C -3.076 -0.751 -5.421
C -1.890 -1.393 -5.140
C -0.943 -0.659 -4.432
H 1.933 -2.309 -3.711
H 1.142 -2.376 -5.299
H 0.352 -3.097 -3.883
H 0.114 1.930 -2.856
H -2.535 2.337 -4.047
H -4.251 1.045 -5.290
H -3.851 -1.283 -5.956
H -1.710 -2.412 -5.456
*
```

HOMO-LUMO gap = 5.739 eV
E_HOMO = -12.74 eV
LUMO level = -7.00 eV



No. 6
ORCA calculation (wB97M-V/def2-TZVPD) on a structure of composition C30H28AsN6PY.

ORCA input file:
```
! RIJCOSX wB97M-V def2-TZVPD def2/J DEFGRID3
* xyz 3 1
Y -0.673 0.057 0.040
C 4.962 0.811 0.937
N 3.751 0.213 0.355
C 3.754 -0.805 -0.559
C 2.452 -1.070 -0.852
N 1.652 -0.226 -0.118
C 2.471 0.547 0.608
P 2.000 1.870 1.781
C 0.866 2.812 0.702
N -0.134 2.341 -0.058
C -0.670 3.423 -0.713
C 0.004 4.544 -0.340
N 0.968 4.145 0.543
C 1.933 5.050 1.187
C 0.774 0.951 2.779
N -0.255 0.217 2.336
C -0.895 -0.277 3.447
C -0.242 0.157 4.559
N 0.801 0.928 4.126
C 1.766 1.597 5.012
H 5.823 0.295 0.522
H 4.960 0.685 2.016
H 5.022 1.865 0.678
H 4.665 -1.248 -0.922
H 2.056 -1.807 -1.531
H -1.490 3.330 -1.403
H -0.119 5.573 -0.631
H 1.716 6.061 0.858
H 2.946 4.791 0.892
H 1.829 5.000 2.268
H -1.767 -0.904 3.383
H -0.433 -0.017 5.604
H 1.492 1.373 6.038
H 1.728 2.672 4.862
H 2.769 1.223 4.824
C -8.165 -0.185 -0.067
C -7.365 -0.969 -0.892
C -5.986 -0.868 -0.824
C -5.431 0.029 0.085
C -6.217 0.818 0.918
C -7.599 0.704 0.833
As -3.532 0.239 0.200
C -2.923 0.471 -1.647
C -3.152 1.581 -2.461
C -2.651 1.591 -3.753
C -1.890 0.523 -4.228
C -1.654 -0.586 -3.433
C -2.197 -0.629 -2.144
C -2.105 -1.773 -1.200
C -1.360 -2.939 -1.399
C -1.333 -3.912 -0.407
C -2.026 -3.729 0.787
C -2.733 -2.554 1.014
C -2.781 -1.572 0.024
H -9.242 -0.271 -0.129
H -7.819 -1.661 -1.589
H -5.364 -1.479 -1.467
H -5.770 1.508 1.622
H -8.229 1.309 1.472
H -3.751 2.411 -2.105
H -2.856 2.432 -4.403
H -1.500 0.549 -5.237
H -1.098 -1.425 -3.832
H -0.840 -3.110 -2.334
H -0.780 -4.827 -0.572
H -2.017 -4.505 1.541
H -3.273 -2.421 1.944
*
```

HOMO-LUMO gap = 7.535 eV
E_HOMO = -16.31 eV
LUMO level = -8.78 eV



Please write out number 6 again, unchanged.
ORCA calculation (wB97M-V/def2-TZVPD) on a structure of composition C30H28AsN6PY.

ORCA input file:
```
! RIJCOSX wB97M-V def2-TZVPD def2/J DEFGRID3
* xyz 3 1
Y -0.673 0.057 0.040
C 4.962 0.811 0.937
N 3.751 0.213 0.355
C 3.754 -0.805 -0.559
C 2.452 -1.070 -0.852
N 1.652 -0.226 -0.118
C 2.471 0.547 0.608
P 2.000 1.870 1.781
C 0.866 2.812 0.702
N -0.134 2.341 -0.058
C -0.670 3.423 -0.713
C 0.004 4.544 -0.340
N 0.968 4.145 0.543
C 1.933 5.050 1.187
C 0.774 0.951 2.779
N -0.255 0.217 2.336
C -0.895 -0.277 3.447
C -0.242 0.157 4.559
N 0.801 0.928 4.126
C 1.766 1.597 5.012
H 5.823 0.295 0.522
H 4.960 0.685 2.016
H 5.022 1.865 0.678
H 4.665 -1.248 -0.922
H 2.056 -1.807 -1.531
H -1.490 3.330 -1.403
H -0.119 5.573 -0.631
H 1.716 6.061 0.858
H 2.946 4.791 0.892
H 1.829 5.000 2.268
H -1.767 -0.904 3.383
H -0.433 -0.017 5.604
H 1.492 1.373 6.038
H 1.728 2.672 4.862
H 2.769 1.223 4.824
C -8.165 -0.185 -0.067
C -7.365 -0.969 -0.892
C -5.986 -0.868 -0.824
C -5.431 0.029 0.085
C -6.217 0.818 0.918
C -7.599 0.704 0.833
As -3.532 0.239 0.200
C -2.923 0.471 -1.647
C -3.152 1.581 -2.461
C -2.651 1.591 -3.753
C -1.890 0.523 -4.228
C -1.654 -0.586 -3.433
C -2.197 -0.629 -2.144
C -2.105 -1.773 -1.200
C -1.360 -2.939 -1.399
C -1.333 -3.912 -0.407
C -2.026 -3.729 0.787
C -2.733 -2.554 1.014
C -2.781 -1.572 0.024
H -9.242 -0.271 -0.129
H -7.819 -1.661 -1.589
H -5.364 -1.479 -1.467
H -5.770 1.508 1.622
H -8.229 1.309 1.472
H -3.751 2.411 -2.105
H -2.856 2.432 -4.403
H -1.500 0.549 -5.237
H -1.098 -1.425 -3.832
H -0.840 -3.110 -2.334
H -0.780 -4.827 -0.572
H -2.017 -4.505 1.541
H -3.273 -2.421 1.944
*
```

HOMO-LUMO gap = 7.535 eV
E_HOMO = -16.31 eV
LUMO level = -8.78 eV



Repeat the third record exactly.
ORCA calculation (wB97M-V/def2-TZVPD) on a cluster of 2 separate species, C30H27N5O2 in total at a distorted geometry.

ORCA input file:
```
! RIJCOSX wB97M-V def2-TZVPD def2/J DEFGRID3
* xyz 0 1
C 4.328 -3.368 2.399
N 3.429 -2.477 3.134
C 4.060 -1.606 4.068
C 4.975 -0.632 3.630
C 5.651 0.165 4.554
C 5.434 -0.015 5.927
C 4.508 -0.971 6.363
C 3.818 -1.759 5.443
C 2.281 -2.078 2.416
C 1.000 -2.246 2.988
C -0.121 -1.940 2.243
C -0.028 -1.346 0.943
C -1.224 -0.961 0.286
C -1.432 0.052 -0.672
C -2.759 0.318 -1.155
C -2.995 1.306 -2.092
C -1.927 2.071 -2.601
N -2.154 2.985 -3.661
C -1.742 2.482 -4.975
C -1.982 4.381 -3.449
C -0.724 4.996 -3.528
C -0.612 6.368 -3.284
C -1.756 7.132 -3.022
C -3.010 6.514 -2.962
C -3.127 5.145 -3.169
C -0.631 1.892 -2.096
C -0.394 0.932 -1.125
C 1.279 -1.223 0.375
C 2.401 -1.610 1.095
H 3.716 -4.097 1.854
H 4.949 -2.808 1.686
H 4.979 -3.886 3.115
H 5.134 -0.506 2.553
H 6.342 0.929 4.191
H 5.973 0.611 6.640
H 4.322 -1.095 7.427
H 3.091 -2.509 5.759
H 0.936 -2.630 4.007
H -1.114 -2.137 2.644
H -2.124 -1.458 0.645
H -3.588 -0.259 -0.747
H -4.005 1.564 -2.430
H -2.102 3.161 -5.758
H -0.645 2.406 -5.038
H -2.192 1.489 -5.105
H 0.159 4.387 -3.754
H 0.378 6.829 -3.299
H -1.654 8.202 -2.845
H -3.897 7.101 -2.744
H -4.086 4.627 -3.125
H 0.157 2.552 -2.463
H 0.589 0.888 -0.663
H 1.401 -0.885 -0.656
H 3.401 -1.519 0.654
N -2.945 -3.092 -0.188
C -3.685 -3.899 0.645
N -4.211 -4.981 0.029
C -3.778 -4.834 -1.269
N -4.122 -5.737 -2.298
O -3.676 -5.481 -3.440
O -4.833 -6.706 -2.020
C -2.998 -3.678 -1.421
H -3.845 -3.686 1.707
H -2.575 -3.369 -2.365
*
```

HOMO-LUMO gap = 4.463 eV
E_HOMO = -7.26 eV
LUMO level = -2.80 eV